Entry 1:
This record from the Open Molecules 2025 dataset describes a structure of composition C39H39Cl2I2N6OPRu. The level of theory is the ωB97M-V functional and the def2-TZVPD basis.

```
91
Properties=species:S:1:pos:R:3:forces:R:3:lowdin_charge:R:1
Ru -0.335487 0.384895 -0.883888 0.00 0.29 0.07 0.80
I -0.264265 0.766024 -6.348540 0.00 0.00 0.00 0.84
C 0.432465 -0.714704 -5.059446 0.01 0.02 -0.03 -0.66
C 1.052760 -1.848010 -5.567002 0.02 -0.04 -0.01 -0.26
C 1.517629 -2.839912 -4.733461 0.00 0.02 -0.03 -0.69
I 2.424829 -4.517029 -5.602390 0.00 0.01 0.01 0.83
C 1.375205 -2.724001 -3.331013 0.01 -0.03 0.01 -0.22
C 1.808079 -3.692995 -2.395936 -0.01 -0.02 0.01 -0.07
C 1.604817 -3.485766 -1.062364 0.02 -0.02 -0.03 -0.05
C 0.973549 -2.312278 -0.636270 0.00 0.07 0.05 -0.17
N 0.552801 -1.381869 -1.475739 0.00 -0.10 0.03 -0.07
C 0.744699 -1.562924 -2.817184 -0.01 0.00 0.05 -0.13
C 0.233544 -0.498151 -3.677849 -0.04 0.06 0.02 -0.48
O -0.344090 0.508738 -3.194823 0.04 -0.06 -0.02 -0.17
H 1.167009 -1.949126 -6.638351 0.00 0.00 0.00 0.07
H 2.287876 -4.595351 -2.750510 0.00 0.00 0.00 0.05
H 1.914735 -4.217343 -0.327312 0.00 0.00 0.00 0.10
H 0.793171 -2.112665 0.412670 0.00 0.02 -0.03 0.08
C 3.916889 0.921186 -0.128036 0.01 0.00 0.01 -0.08
C 4.270524 2.145359 -0.681501 0.02 0.01 0.00 -0.08
C 3.293691 2.907614 -1.277144 -0.02 -0.01 0.00 -0.02
C 1.968515 2.440729 -1.363150 0.01 -0.03 0.03 -0.19
N 1.646734 1.246064 -0.836639 0.05 0.03 -0.02 0.02
C 2.599531 0.531205 -0.218896 -0.02 0.00 -0.03 -0.14
C 0.949341 3.317581 -1.947432 -0.03 0.02 -0.02 -0.12
C 1.356077 4.208483 -2.946649 -0.01 -0.01 0.00 -0.07
C 0.581311 5.269503 -3.362739 0.01 0.00 0.00 -0.12
C -0.624260 5.487276 -2.695560 -0.01 0.01 0.00 -0.11
C -1.071783 4.609526 -1.739132 0.00 -0.02 0.03 -0.06
C -0.366856 3.417817 -1.404596 -0.01 -0.01 -0.01 -0.25
H 4.635035 0.287431 0.374349 -0.01 0.00 0.00 0.10
H 5.288331 2.511712 -0.620581 0.00 0.00 0.00 0.10
H 3.526327 3.893167 -1.651032 -0.01 0.00 -0.01 0.10
H 2.264428 -0.388092 0.234453 0.00 -0.04 0.00 0.07
H 2.319326 4.046425 -3.416013 0.01 -0.01 0.00 0.10
H 0.910872 5.921433 -4.160554 0.00 0.00 0.00 0.09
H -1.234477 6.349208 -2.942410 0.00 0.00 0.00 0.10
H -2.019425 4.806635 -1.256528 -0.01 0.00 0.00 0.10
Cl -0.848043 3.217388 2.300175 0.02 -0.03 0.00 0.70
C -2.279789 3.016892 1.328362 0.01 0.03 0.00 -0.59
C -3.509807 3.172568 1.944837 -0.01 0.04 -0.01 -0.14
C -4.665919 3.060963 1.190540 0.00 0.00 0.00 -0.10
C -4.572655 2.810407 -0.170838 0.00 0.02 0.01 -0.13
C -3.331811 2.650046 -0.763049 0.04 0.07 -0.01 -0.62
Cl -3.252750 2.349014 -2.464552 0.01 0.00 0.01 0.77
C -2.128837 2.719748 -0.033025 -0.04 -0.11 0.02 -0.40
N -0.883348 2.468931 -0.587176 0.02 0.01 -0.08 -0.09
H -3.549612 3.385307 3.004438 0.00 0.00 0.00 0.10
H -5.635006 3.176615 1.657731 0.00 0.00 0.00 0.10
H -5.460063 2.734877 -0.785220 0.00 0.00 0.00 0.10
C 2.751103 -2.264299 4.502269 0.05 -0.03 -0.02 -0.08
N 1.622634 -1.701557 3.802602 -0.14 -0.01 0.13 -0.17
C 0.754153 -2.652211 3.150529 0.01 -0.02 -0.02 -0.07
C 1.535769 -0.362323 3.471455 0.17 0.20 -0.04 -0.45
N 0.894140 0.016229 2.437170 -0.05 -0.31 0.05 0.17
N 2.240855 0.480052 4.358015 -0.01 0.01 -0.04 -0.19
C 2.442916 1.840007 3.894879 0.00 -0.01 0.01 -0.08
C 1.817264 0.426656 5.748482 -0.02 0.00 0.02 -0.07
H 3.253504 -3.005805 3.870365 0.01 0.01 0.00 0.08
H 2.445414 -2.771407 5.425340 -0.01 0.00 -0.01 0.08
H 3.464312 -1.483881 4.752115 0.00 -0.02 0.00 0.08
H 1.315845 -3.300568 2.467483 -0.01 0.01 -0.03 0.08
H 0.009451 -2.112675 2.575295 -0.05 0.00 0.00 0.05
H 0.257644 -3.291107 3.889093 0.04 0.00 0.01 0.09
H 0.779113 1.021567 2.382132 -0.05 0.00 -0.07 -0.01
H 2.808084 1.835201 2.868638 0.00 0.00 0.00 0.09
H 3.190099 2.317007 4.530890 0.00 0.00 0.00 0.08
H 1.525775 2.443211 3.937002 -0.01 0.00 0.00 0.06
H 1.620217 -0.599802 6.048138 0.00 0.03 0.01 0.07
H 0.902843 1.013772 5.912237 0.00 0.00 0.00 0.09
H 2.603261 0.831161 6.389404 0.00 0.00 0.00 0.08
C -3.877839 -0.645617 -1.139404 0.00 0.01 -0.01 -0.27
P -2.219627 -0.706902 -0.318950 -0.06 0.00 0.00 0.78
C -2.794830 -0.469038 1.410705 0.00 0.02 0.01 -0.25
C -2.059971 -2.545427 -0.399887 0.01 0.00 0.00 -0.36
C -1.979556 -3.372570 0.715318 -0.01 0.01 -0.01 -0.11
C -1.773571 -4.742129 0.579058 0.01 0.00 0.01 -0.10
C -1.648631 -5.306335 -0.679837 0.00 -0.01 -0.01 -0.11
C -1.740669 -4.494091 -1.804965 0.00 -0.01 -0.01 -0.08
C -1.945268 -3.132769 -1.663298 -0.01 0.02 0.02 -0.11
H -4.523855 -1.432889 -0.745090 0.00 0.00 0.00 0.04
H -3.761281 -0.771429 -2.215478 0.00 -0.01 -0.01 0.03
H -4.344349 0.321262 -0.961087 0.01 -0.06 -0.01 -0.01
H -3.561052 -1.190903 1.705015 -0.01 0.01 0.00 0.04
H -3.213318 0.537564 1.481197 0.00 -0.07 -0.02 0.02
H -1.940632 -0.515379 2.088585 0.02 -0.03 0.01 0.02
H -2.076977 -2.951532 1.708103 0.03 0.02 0.02 0.08
H -1.708679 -5.366214 1.463312 0.00 0.00 0.00 0.09
H -1.477144 -6.370441 -0.787615 0.00 0.00 0.00 0.09
H -1.632345 -4.920489 -2.795131 0.00 0.00 0.00 0.11
H -1.986645 -2.504466 -2.547105 0.01 0.00 0.00 0.11
```
Positions in Å, forces in eV/Å.

Values from the calculation:
charge = -1
<S²> = 0.7560
spin multiplicity = 2
HOMO (spin up / spin down) = -3.1 / -3.3 eV
ΔE to the lowest compared entry with this formula, charge and spin = 0.672 eV
frontier orbital gap (spin up / spin down) = 5.349 / 5.513 eV
total energy = -3865.45822 a.u.
lowest unoccupied orbital energy (spin up / spin down) = 2.22 / 2.22 eV

---

Entry 2:
This record from the Open Molecules 2025 dataset describes a cluster of 3 separate species, C5H15NO2 in total. The level of theory is the ωB97M-V functional and the def2-TZVPD basis.

```
23
Properties=species:S:1:pos:R:3:forces:R:3:lowdin_charge:R:1
C -0.842145 -1.108982 1.867003 -0.29 -0.10 -1.17 -0.09
C -0.611953 -0.317036 0.550962 -0.82 0.21 1.90 -0.25
C 0.025472 1.065693 0.813542 -0.40 -2.10 -2.85 -0.17
C 1.361039 1.175329 1.515974 0.94 2.66 1.03 -0.14
C 2.713292 -0.562314 0.616677 2.57 0.82 -0.86 0.14
N 2.628413 0.639184 0.960901 -3.83 -2.87 -0.19 0.22
H -0.972163 -2.125286 1.520582 -0.14 -0.49 0.43 0.08
H 0.033687 -1.083902 2.506366 0.06 0.00 0.34 0.06
H -1.752369 -0.834360 2.410128 0.38 0.19 -0.01 0.09
H -0.098257 -0.978062 -0.123044 0.48 0.06 -0.68 0.08
H -1.600093 -0.100787 0.086747 0.68 -0.21 0.06 0.13
H 0.097408 1.429770 -0.217658 0.14 0.82 0.33 0.12
H -0.763872 1.594076 1.334055 0.52 0.76 0.49 0.14
H 1.379311 0.748193 2.530878 -0.01 0.65 -0.08 0.14
H 1.536268 2.280737 1.487361 -0.11 -0.60 0.96 0.16
H 3.705895 -0.817107 0.204667 -0.38 -0.46 0.01 0.14
H 1.912052 -1.328465 0.659941 0.13 0.60 0.25 0.15
H -3.002285 0.608982 -3.280213 -0.17 -0.17 -0.09 0.03
H -3.858897 -0.622852 -3.604055 0.03 0.05 -0.01 0.04
O -3.351070 -0.205808 -2.901088 0.13 0.15 0.14 -0.06
H -0.007344 0.771352 -2.906206 -0.28 -0.08 -0.19 0.03
H 1.210551 -0.089257 -2.947986 0.02 -0.23 -0.28 0.03
O 0.257065 -0.139098 -3.085523 0.33 0.35 0.48 -0.05
```
Positions in Å, forces in eV/Å.

Values from the calculation:
charge = +1
<S²> = 0.7603
spin multiplicity = 2
HOMO (spin up / spin down) = -13.8 / -13.8 eV
ΔE to the lowest compared entry with this formula, charge and spin = 3.320 eV
frontier orbital gap (spin up / spin down) = 8.680 / 4.652 eV
total energy = -404.33696 a.u.
lowest unoccupied orbital energy (spin up / spin down) = -5.07 / -9.10 eV

---

Entry 3:
This record from the Open Molecules 2025 dataset describes a cluster of 2 separate species, C3H8O2 in total. The level of theory is the ωB97M-V functional and the def2-TZVPD basis.

```
13
Properties=species:S:1:pos:R:3:forces:R:3:lowdin_charge:R:1
C 1.186084 1.906024 0.949779 0.19 0.63 -0.98 -0.14
O 0.724231 2.111755 -0.141386 -0.18 0.02 0.03 -0.02
H 2.143248 1.367110 1.006611 -0.02 -0.18 0.57 0.09
H 0.708384 2.350434 1.831237 0.10 -0.27 0.39 0.09
C -0.038582 -0.673210 -1.127471 -0.11 -0.77 0.86 -0.09
C -0.896673 -0.551332 0.137512 -0.40 0.36 0.17 -0.31
O -1.408086 -1.823609 0.565298 0.26 0.58 -0.31 -0.08
H -0.402718 -1.558620 -1.658492 -0.01 0.25 -0.34 0.08
H -0.047135 0.191090 -1.770796 -0.09 0.23 -0.09 0.06
H 0.985717 -0.887874 -0.827956 0.19 0.05 -0.17 0.07
H -1.741783 0.120782 -0.012989 -0.14 -0.10 -0.17 0.11
H -0.349202 -0.120859 0.976885 0.23 -0.04 -0.05 0.08
H -0.863488 -2.431691 0.071768 -0.02 -0.74 0.08 0.05
```
Positions in Å, forces in eV/Å.

Values from the calculation:
charge = 0
HOMO = -10.2 eV
ΔE to the lowest compared entry with this formula, charge and spin = 1.853 eV
frontier orbital gap = 10.820 eV
total energy = -269.52680 a.u.
lowest unoccupied orbital energy = 0.63 eV
SMILES = C=O.CCO

---

Entry 4:
This record from the Open Molecules 2025 dataset describes a structure of composition C24H23N12O2ReS2. The level of theory is the ωB97M-V functional and the def2-TZVPD basis.

```
64
Properties=species:S:1:pos:R:3:forces:R:3:lowdin_charge:R:1
Re -0.439326 -0.296307 -0.163638 -0.04 -0.04 -0.04 1.70
N -2.367250 -0.024181 2.628635 -0.08 -0.03 -0.02 0.20
C -1.054919 0.052627 2.923280 0.01 0.10 0.06 -0.39
N -0.718929 0.402426 4.140271 -0.04 -0.02 -0.06 0.21
C 0.580368 0.382203 4.453797 0.07 0.00 0.07 -0.38
N 0.956003 0.727328 5.664273 -0.04 -0.01 -0.04 0.25
N 1.557370 0.001218 3.577378 -0.03 -0.02 -0.13 0.22
C 1.160619 -0.253904 2.376787 0.09 -0.01 0.07 -0.26
N -0.133673 -0.219875 1.923068 0.04 0.01 0.02 0.01
C 2.182664 -0.534700 1.351352 0.10 -0.01 0.05 -0.18
C 3.496791 -0.787454 1.685628 -0.09 0.02 0.00 0.05
C 4.412617 -1.003863 0.665770 0.00 -0.01 0.00 0.03
C 3.975845 -0.935554 -0.646742 -0.09 0.02 -0.05 0.01
C 2.642497 -0.671822 -0.903312 0.16 -0.01 0.02 -0.08
N 1.743540 -0.481099 0.076081 -0.17 -0.12 -0.02 -0.04
H -2.954480 0.153045 3.434559 0.00 -0.01 0.00 0.14
H -2.677178 -0.819076 2.077657 0.01 0.01 -0.02 0.06
H 0.266120 0.996266 6.349531 0.00 0.00 0.00 0.15
H 1.929608 0.692696 5.923579 0.00 0.00 0.00 0.14
H 3.778556 -0.807348 2.728089 0.00 0.00 0.00 0.14
H 5.448372 -1.215321 0.894316 0.01 0.00 0.00 0.14
H 4.654937 -1.083229 -1.474280 0.00 0.00 0.00 0.13
H 2.287015 -0.604031 -1.918566 0.06 0.02 0.03 0.10
N -5.429768 -5.196454 -4.237171 -0.01 -0.02 -0.03 0.20
C -4.735720 -4.528391 -3.324201 0.00 0.01 0.01 -0.25
C -5.275868 -4.307298 -2.028189 0.04 0.02 0.03 0.02
C -4.563135 -3.633563 -1.086615 0.04 -0.01 -0.07 -0.02
C -3.265612 -3.149947 -1.402554 -0.04 0.01 0.06 -0.34
C -2.718746 -3.355222 -2.692030 -0.06 -0.01 0.01 -0.04
C -3.436974 -4.027246 -3.629807 0.02 0.02 0.04 0.01
S -2.442966 -2.325117 -0.218298 0.05 0.00 -0.06 0.75
O -0.943466 -2.452154 -0.372439 -0.02 0.13 0.01 -0.39
O -2.997147 -2.497819 1.085860 0.01 0.02 -0.02 -0.24
N -2.305041 -0.637529 -0.458431 0.15 0.04 0.03 -0.21
C -2.843725 0.633596 -0.242338 -0.32 -0.20 -0.02 -0.46
N -4.085400 0.998783 -0.205525 0.08 -0.08 0.00 0.20
C -4.277148 2.300457 0.060940 0.00 0.02 0.01 -0.03
C -3.226391 3.179305 0.291752 0.11 -0.02 0.00 0.02
C -1.931885 2.685417 0.230396 -0.05 0.19 0.02 -0.05
N -1.740224 1.398370 -0.059632 0.02 -0.06 0.02 -0.04
H -6.341943 -5.571910 -4.030714 0.02 0.01 -0.01 0.14
H -5.057664 -5.375657 -5.155910 -0.01 0.00 0.02 0.14
H -6.258420 -4.691284 -1.789997 -0.01 0.00 0.01 0.13
H -4.974018 -3.481968 -0.098789 0.00 0.01 0.02 0.13
H -1.726617 -3.000966 -2.928265 0.05 0.02 -0.01 0.10
H -3.021566 -4.201290 -4.613092 0.01 0.00 -0.01 0.13
H -5.306948 2.633820 0.093611 0.00 0.01 0.00 0.14
H -3.407019 4.219926 0.515463 0.00 0.02 0.00 0.13
H -1.059780 3.302833 0.405728 -0.01 0.00 0.00 0.14
N 0.667209 1.490707 -7.032891 0.01 0.02 -0.06 0.14
C -0.036615 0.526426 -6.440240 0.02 0.01 0.07 -0.85
S -1.106580 -0.485181 -7.145108 -0.03 -0.02 -0.01 0.79
C 0.074084 0.421254 -4.955902 0.01 -0.05 0.02 -0.21
C 0.303226 -0.820166 -4.353422 -0.01 -0.01 0.02 0.00
C 0.246168 -0.927745 -2.989027 -0.01 -0.12 -0.14 -0.13
N -0.051515 0.123053 -2.185494 0.02 0.11 0.10 -0.13
C -0.219289 1.330152 -2.760562 0.01 0.06 -0.06 -0.07
C -0.141985 1.518809 -4.123509 -0.02 0.00 0.06 0.04
H 0.580354 1.610270 -8.032317 0.01 0.01 0.01 0.13
H 1.385937 2.013090 -6.559350 0.00 0.00 0.01 0.13
H 0.499369 -1.690776 -4.963574 -0.01 -0.01 0.00 0.13
H 0.431353 -1.871515 -2.490493 -0.06 -0.02 -0.03 0.12
H -0.420436 2.159428 -2.098842 -0.01 0.00 -0.02 0.11
H -0.301557 2.507055 -4.532534 0.00 0.01 0.00 0.14
```
Positions in Å, forces in eV/Å.

Values from the calculation:
charge = +3
<S²> = 1.0515
spin multiplicity = 2
HOMO (spin up / spin down) = -15.4 / -15.4 eV
ΔE to the lowest compared entry with this formula, charge and spin = 0.924 eV
frontier orbital gap (spin up / spin down) = 4.928 / 5.285 eV
total energy = -2609.75238 a.u.
lowest unoccupied orbital energy (spin up / spin down) = -10.48 / -10.13 eV

---

Calculated largest force on an atom, 0.32, 4.79, 1.18, 0.37 eV/Å (same order as the records).